(one)
Density functional theory data (wB97M-V/def2-TZVPD) for a 2-piece molecular cluster, C8H17N3O overall.

Summary:
HOMO-LUMO gap: 9.9 eV
SMILES: C[C@H]1[C@H](C)[C@H]1C.N/N=C\C(N)=O
E_LUMO: 0.918 eV
E_HOMO: -8.95 eV

```
! RIJCOSX wB97M-V def2-TZVPD def2/J DEFGRID3
* xyz 0 1
C 1.101 0.688 -1.007
C 0.685 -0.676 -1.553
C 1.747 -1.692 -1.926
C 1.633 -2.600 -3.128
C 0.892 -1.896 -0.699
C 1.520 -1.732 0.680
H 1.887 0.613 -0.268
H 0.259 1.210 -0.566
H 1.500 1.342 -1.772
H -0.207 -0.669 -2.190
H 2.744 -1.302 -1.735
H 2.226 -3.504 -2.955
H 0.592 -2.909 -3.306
H 2.034 -2.098 -4.018
H 0.152 -2.686 -0.753
H 1.647 -2.724 1.114
H 0.850 -1.160 1.334
H 2.493 -1.231 0.642
N -1.698 0.002 1.684
N -2.880 0.586 1.789
C -2.983 1.821 2.082
C -1.867 2.837 2.100
N -2.254 4.098 2.446
O -0.704 2.567 1.818
H -0.873 0.599 1.604
H -1.716 -0.892 1.234
H -4.003 2.177 2.217
H -1.568 4.859 2.488
H -3.210 4.372 2.640
*
```

Let us look at the Mulliken charges, expressed in e, one per atom: C -1.394; C 0.153; C 0.144; C -1.488; C -0.072; C -1.424; H 0.282; H 0.255; H 0.392; H 0.384; H 0.376; H 0.350; H 0.297; H 0.363; H 0.411; H 0.400; H 0.220; H 0.351; N -0.025; N -0.713; C -0.292; C 0.889; N -0.441; O -0.675; H 0.310; H 0.259; H 0.271; H 0.242; H 0.176


(two)
Density functional theory data (wB97M-V/def2-TZVPD) for a 2-piece molecular cluster, C8H17N3O overall.

Summary:
HOMO-LUMO gap: 9.5 eV
SMILES: CC[C@@H](C)NC.Cc1cnon1
E_LUMO: 0.610 eV
E_HOMO: -8.88 eV

```
! RIJCOSX wB97M-V def2-TZVPD def2/J DEFGRID3
* xyz 0 1
C -0.091 1.115 -2.190
C -0.977 0.156 -1.450
C -0.263 -1.074 -0.943
C 0.278 -1.927 -2.063
N 0.844 -0.718 -0.055
C 1.480 -1.863 0.599
H 0.280 0.684 -3.127
H 0.768 1.353 -1.574
H -0.632 2.035 -2.438
H -1.825 -0.169 -2.079
H -1.453 0.643 -0.583
H -1.021 -1.676 -0.386
H -0.446 -1.953 -2.884
H 0.504 -2.952 -1.708
H 1.224 -1.477 -2.409
H 0.413 -0.137 0.642
H 2.222 -2.267 -0.110
H 1.972 -1.558 1.521
H 0.759 -2.682 0.811
C -1.831 1.513 2.002
C -0.305 1.621 1.844
C 0.616 0.799 2.468
N 1.843 1.194 2.211
O 1.670 2.358 1.536
N 0.353 2.585 1.311
H -2.251 2.515 2.106
H -2.183 0.898 2.837
H -2.308 1.109 1.096
H 0.357 -0.125 3.015
*
```

Let us look at the Mulliken charges, expressed in e, one per atom: C -1.332; C 0.034; C 0.828; C -1.779; N -0.248; C -1.091; H 0.363; H 0.271; H 0.391; H 0.487; H -0.440; H 0.306; H 0.413; H 0.411; H 0.417; H -0.057; H 0.297; H 0.422; H 0.327; C -1.179; C 0.869; C -0.291; N -0.288; O -0.048; N -0.419; H 0.391; H 0.317; H 0.252; H 0.374


Stability check: which of them is most stable? (one).


(one)
Density functional theory data (wB97M-V/def2-TZVPD) for C6H9NOS2 as an isolated structure.

Summary:
HOMO-LUMO gap (spin up / spin down): 8.0 / 8.0 eV
E_LUMO (spin up / spin down): -0.959 / -0.955 eV
E_HOMO (spin up / spin down): -8.97 / -8.96 eV

```
! RIJCOSX wB97M-V def2-TZVPD def2/J DEFGRID3
* xyz 0 1
C 2.839 -2.340 0.142
C 1.847 -1.721 -0.205
C 0.872 0.729 -0.121
C -0.543 -1.479 0.108
C 0.736 -0.813 -0.370
C -0.773 2.373 0.148
N -0.267 1.302 -0.739
O -2.115 0.192 1.570
S -3.237 -0.509 -0.999
S -1.792 -0.110 0.194
H 3.537 -3.123 0.135
H 0.926 0.930 0.892
H 1.782 1.182 -0.812
H -1.071 -2.085 -0.530
H -0.437 -1.839 1.187
H 0.459 -0.914 -1.502
H -1.783 2.642 -0.200
H -0.758 2.231 1.302
H -0.222 3.351 -0.198
*
```

Let us look at the Mulliken charges, expressed in e, one per atom: C -0.172; C -0.970; C -0.481; C -0.902; C 0.676; C -0.913; N -0.401; O -0.513; S -0.352; S 0.814; H 0.433; H 0.408; H 0.336; H 0.569; H 0.307; H 0.157; H 0.322; H 0.367; H 0.313


(two)
Density functional theory data (wB97M-V/def2-TZVPD) for one molecule with the formula C6H9NOS2.

Summary:
HOMO-LUMO gap: 7.8 eV
SMILES: CS(C)(=O)=Nc1cccs1
E_LUMO: 0.421 eV
E_HOMO: -7.33 eV

```
! RIJCOSX wB97M-V def2-TZVPD def2/J DEFGRID3
* xyz 0 1
C -1.651 -1.316 -1.061
S -1.341 -0.613 0.577
C -2.845 0.399 0.706
O -1.219 -1.697 1.467
N -0.220 0.575 0.489
C 1.076 0.490 0.223
C 2.092 1.308 0.635
C 3.345 1.103 0.071
C 3.363 -0.059 -0.644
S 1.809 -0.822 -0.699
H -2.618 -1.472 -1.065
H -1.243 -0.524 -1.733
H -1.170 -2.309 -1.315
H -3.431 0.240 -0.220
H -3.571 0.258 1.571
H -2.433 1.315 0.843
H 1.707 2.135 1.195
H 4.222 1.629 0.170
H 4.129 -0.639 -1.209
*
```

Let us look at the Mulliken charges, expressed in e, one per atom: C -1.277; S 1.089; C -0.916; O -0.635; N -0.551; C 0.338; C -0.415; C -0.749; C -0.218; S -0.110; H 0.628; H 0.352; H 0.325; H 0.318; H 0.293; H 0.390; H 0.372; H 0.441; H 0.327


Stability check: which of them is most stable? (two).